121
Properties=species:S:1:pos:R:3:forces:R:3 method="wB97M-V/def2-TZVPD" e_tot_ha=-3787.881651 total_charge=-1 e_homo_ev=-4.5
C -3.870477 -1.455563 -0.316098 0.31 -0.75 -0.03
C -2.729074 -1.692873 -1.469742 -0.43 0.62 -0.82
C -2.140007 -0.232600 -1.926063 1.04 -0.48 -0.83
C -1.141966 0.471514 -0.795409 -1.73 0.58 -0.07
N -0.671413 -0.487143 0.275215 -1.29 1.39 -0.74
B 0.615035 0.005023 0.960309 -0.20 0.06 0.18
C 0.358343 1.129358 2.127160 -0.64 1.12 0.79
C 1.349597 2.434430 1.869871 -1.21 -0.63 0.60
C 0.414067 0.581970 3.667832 -0.76 2.11 0.41
C -0.873536 1.258865 4.493272 -0.21 -2.18 -0.53
C -2.190855 0.331785 4.043411 0.09 -0.19 -0.24
C 1.528848 -1.286160 1.405756 1.80 -0.71 -1.12
I 0.201304 -3.003310 1.930930 -0.21 0.99 0.85
C 2.304304 -1.792661 0.012586 -1.23 1.63 0.18
C 3.607605 -0.880346 -0.378419 0.48 -1.31 -0.23
I 2.821909 -3.940797 0.169985 0.95 0.45 -0.77
H -4.952516 -1.234732 -0.737205 2.32 -0.35 0.63
H -3.948954 -2.451960 0.309958 0.08 2.14 -0.94
H -3.526798 -0.552033 0.346381 -0.77 -1.86 -1.07
H -3.200475 -2.213160 -2.432180 0.80 1.11 2.04
H -1.842824 -2.396846 -1.133962 -1.88 1.72 -0.32
H -1.456679 -0.422782 -2.880743 -1.44 0.34 1.84
H -2.973342 0.532045 -2.296357 1.52 -1.71 0.95
H -0.292902 0.997042 -1.404948 -1.29 -1.19 1.45
H -1.780664 1.348164 -0.301037 1.26 -1.44 -0.97
H -1.414083 -0.500086 1.032908 0.93 -0.17 -1.40
H 1.229007 0.558574 0.091798 0.66 0.20 -0.45
H -0.750940 1.536273 1.959579 2.14 -0.68 0.40
H 1.392627 3.057102 2.864706 0.25 -0.93 -1.88
H 0.823581 3.098560 1.037029 1.48 -1.40 1.59
H 2.390805 2.010023 1.541107 -1.87 1.20 0.60
H 1.389218 1.027324 4.161707 -1.68 -1.30 -0.84
H 0.289926 -0.573314 3.799775 0.57 2.17 -0.36
H -1.051721 2.382798 4.221109 0.46 -2.13 0.66
H -0.699488 1.054814 5.632523 -0.45 0.78 -1.96
H -3.144068 0.566046 4.683491 1.73 -0.29 -1.29
H -1.965112 -0.831863 4.173651 -0.29 2.55 -0.17
H -2.435055 0.471408 2.883251 0.47 -0.15 2.57
H 2.285688 -1.086943 2.276499 -1.29 -0.82 -1.56
H 1.496801 -1.738558 -0.864671 1.78 -0.27 2.08
H 4.475369 -1.646492 -0.670154 -1.80 1.86 0.56
H 4.007803 -0.245467 0.524896 -1.01 -1.10 -1.87
H 3.344540 -0.249237 -1.328831 0.58 -0.95 2.06
O -2.163129 2.913456 -4.960120 4.28 -0.16 1.94
P -1.648404 4.325393 -4.587248 -8.20 4.00 -3.44
O -3.074079 4.755543 -3.845221 0.54 -0.27 0.67
C -3.594671 3.929254 -2.814438 -0.42 -0.29 0.34
C -2.798540 4.075867 -1.533955 0.01 0.13 0.13
O -1.942514 4.952560 -6.101400 1.41 -0.13 0.18
C -1.542396 4.202020 -7.238035 -0.34 -0.30 -0.47
C -2.765669 3.592603 -7.901820 -0.20 -0.07 -0.08
O -1.073311 5.902926 -4.170644 2.69 -3.04 0.90
C -1.863106 7.065823 -4.416326 -0.80 0.45 0.05
C -2.244099 7.709749 -3.096306 0.17 -0.10 0.32
H -3.633310 2.882508 -3.128216 0.11 0.11 -0.06
H -4.629139 4.244072 -2.637498 0.13 0.10 -0.17
H -1.734467 3.870940 -1.703201 -0.10 -0.14 0.07
H -3.171828 3.389047 -0.768713 0.13 0.02 -0.10
H -2.873793 5.095387 -1.146314 0.02 -0.07 -0.03
H -0.811796 3.432919 -6.966662 -0.20 0.02 -0.05
H -1.048665 4.885960 -7.936054 -0.02 0.05 0.13
H -3.374712 3.029693 -7.188148 0.28 -0.01 -0.02
H -2.474823 2.924182 -8.717281 -0.03 0.07 0.03
H -3.410831 4.378365 -8.306885 0.14 -0.02 -0.02
H -2.763973 6.852501 -4.998146 0.28 -0.17 0.11
H -1.251252 7.760673 -5.001044 0.12 -0.24 -0.01
H -2.822440 7.025101 -2.471899 0.00 0.01 -0.20
H -2.847016 8.607606 -3.262426 0.09 -0.04 -0.08
H -1.350594 7.983704 -2.526290 -0.08 0.04 -0.12
O 7.024194 0.370777 -0.406426 -0.24 -4.61 -0.91
P 8.278816 -0.147910 -1.151028 3.68 9.01 -0.05
O 9.330784 0.575851 -0.084391 0.03 -0.87 0.48
C 9.205093 0.304110 1.303646 -0.02 0.19 0.47
C 9.703105 -1.086112 1.641613 0.17 -0.13 0.02
O 8.219644 1.046027 -2.310126 -0.26 -1.37 -0.46
C 6.969823 1.349087 -2.911333 -0.51 0.57 -0.01
C 6.452360 2.671334 -2.370691 -0.04 0.19 0.08
O 9.680581 -0.727429 -1.982959 -2.81 -2.93 0.67
C 10.768309 0.142888 -2.292574 0.59 0.63 0.25
C 12.002961 -0.294141 -1.526490 0.02 -0.32 0.16
H 8.173701 0.438202 1.641098 0.04 -0.03 -0.17
H 9.810289 1.046495 1.835760 -0.02 -0.01 -0.22
H 9.188672 -1.847744 1.043142 -0.04 0.05 0.14
H 9.543316 -1.304308 2.701575 -0.03 -0.02 -0.12
H 10.771956 -1.176144 1.429955 -0.09 -0.02 0.01
H 6.247335 0.542428 -2.749325 0.05 0.20 0.07
H 7.127222 1.430866 -3.991754 0.11 -0.07 0.09
H 6.434642 2.681733 -1.276750 -0.11 -0.21 -0.16
H 5.442816 2.875190 -2.738952 0.09 0.00 0.03
H 7.108762 3.491630 -2.677257 -0.06 -0.10 -0.08
H 10.548798 1.191590 -2.074350 -0.17 -0.30 0.00
H 10.956221 0.063554 -3.368434 -0.24 -0.11 0.05
H 11.833176 -0.264467 -0.447880 -0.08 0.13 -0.13
H 12.851544 0.358205 -1.753663 -0.09 -0.03 -0.08
H 12.271281 -1.324973 -1.778895 0.01 0.14 -0.06
O -6.624539 -4.858395 1.795742 0.55 4.66 0.40
P -6.450283 -4.441175 3.276655 -0.79 -9.33 2.93
O -5.325439 -5.628898 3.580337 0.39 0.77 -0.18
C -4.170109 -5.714289 2.759238 0.52 -0.24 -0.30
C -3.188592 -4.602846 3.069521 0.09 -0.04 0.11
O -7.819893 -5.244162 3.778531 -0.30 1.40 0.02
C -9.009008 -5.103082 3.016005 -0.31 -0.43 -0.34
C -9.265430 -6.379234 2.232371 -0.02 -0.20 -0.10
O -6.255589 -3.975022 4.931254 0.08 3.23 -2.69
C -6.277507 -4.943565 5.979066 0.28 -0.83 0.39
C -4.916984 -4.999112 6.648498 0.25 0.27 -0.08
H -4.437239 -5.709635 1.698934 -0.11 0.05 0.12
H -3.698918 -6.682543 2.961735 -0.20 0.06 0.11
H -3.663453 -3.618285 2.979862 0.09 -0.03 -0.13
H -2.333367 -4.644388 2.388695 -0.13 0.10 0.06
H -2.816460 -4.690254 4.093839 -0.01 0.05 -0.10
H -8.952729 -4.233253 2.353311 0.01 -0.21 0.00
H -9.835957 -4.927331 3.711736 0.13 0.02 0.05
H -8.391546 -6.675060 1.644200 -0.10 0.26 0.03
H -10.117092 -6.257872 1.556874 0.03 -0.03 0.06
H -9.475102 -7.209480 2.913883 -0.06 0.13 -0.01
H -6.559748 -5.940666 5.630194 0.02 0.32 -0.13
H -7.031791 -4.624033 6.705725 -0.05 0.15 -0.23
H -4.135026 -5.276544 5.938088 -0.19 -0.06 0.00
H -4.913466 -5.733484 7.459633 -0.11 0.07 -0.03
H -4.645013 -4.020177 7.055973 -0.09 -0.12 0.02